The following is a quantum chemistry calculation of a cluster of 2 separate species, CH4N3O2 in total in a non-equilibrium geometry, from OMol25.

```
10
Properties=species:S:1:pos:R:3:forces:R:3
C -1.736 0.592 -0.275 -1.071 0.956 0.421
N 0.273 -1.337 0.023 -0.294 -0.608 -0.191
N 1.627 0.338 -0.289 -0.438 1.607 -1.067
N 0.495 -0.160 -0.658 1.905 -1.964 1.547
O 2.478 0.067 0.682 -1.381 0.020 -0.656
O -2.263 -0.192 0.509 -0.179 -0.210 -0.160
H -2.581 1.360 -0.751 0.300 -0.394 0.198
H -0.710 -1.501 0.181 -0.470 0.514 -0.555
H 0.697 -1.457 0.937 0.732 0.743 -0.184
H 1.643 1.253 -0.785 0.895 -0.665 0.647
```
Forces are in eV/Å.

Its HOMO-LUMO gap (spin up / spin down) is 5.9 / 5.9 eV. Its total energy is -355.0682 Ha. The maximum force comes out at 3.1 eV/Å. As for the charge: -1. Its molar mass is 90.06 g/mol.

Here are the Mulliken charges for atoms 1 to 2, given in e:
1. C -0.322
2. N -0.500

The following is a quantum chemistry calculation of a structure of composition C27H19N9O5S4V in a non-equilibrium geometry, from OMol25.

```
65
Properties=species:S:1:pos:R:3:forces:R:3
V 0.179 0.279 2.581 -1.247 0.639 0.849
S 0.506 2.421 3.743 0.109 0.204 0.165
S -1.415 2.840 4.358 -0.191 -0.112 0.105
S -1.987 1.102 5.336 0.073 0.222 0.060
S -1.776 -0.318 3.828 -0.482 -0.107 -0.043
O 6.246 -0.898 5.746 -0.120 0.328 0.171
C 5.144 -0.929 6.335 0.122 -0.937 -0.043
O 4.888 -1.236 7.524 0.089 0.339 -0.108
C 3.910 -0.724 5.435 -0.089 0.267 0.001
C 2.625 -0.942 5.916 -0.104 -0.002 0.023
C 1.521 -0.773 5.100 0.100 -0.006 -0.289
N 1.621 -0.400 3.806 1.253 -0.151 0.806
C 2.880 -0.195 3.334 -0.114 0.096 -0.041
C 4.020 -0.327 4.109 -0.060 -0.226 -0.042
C 2.928 0.273 1.907 -0.318 0.063 -0.240
O 3.979 0.402 1.292 -0.038 0.031 0.016
O 1.736 0.493 1.416 1.226 -0.097 -0.471
H 2.500 -1.231 6.951 0.031 -0.004 -0.020
H 0.516 -0.922 5.467 -0.079 0.047 -0.010
H 4.991 -0.136 3.674 -0.017 -0.010 -0.008
C -0.609 4.293 -0.924 -0.017 -0.149 -0.003
N -0.995 3.190 -0.079 0.074 0.128 -0.011
C -0.266 2.133 0.299 -0.190 -0.114 -0.004
N -0.970 1.385 1.137 -0.163 0.815 -0.441
C -2.146 2.077 1.253 -0.029 -0.268 0.018
N -2.212 3.168 0.528 0.157 -0.181 -0.135
C -0.357 3.906 -2.367 -0.056 -0.070 0.028
C 0.169 4.848 -3.243 0.023 0.066 0.018
C 0.391 4.532 -4.573 0.018 -0.022 -0.090
C 0.105 3.262 -5.050 0.081 0.148 -0.162
C -0.412 2.316 -4.179 -0.068 -0.235 0.001
C -0.650 2.640 -2.848 -0.054 -0.058 0.088
C -0.687 0.957 -4.661 0.061 0.416 0.121
N -0.646 0.497 -5.859 -0.022 -0.200 -0.321
N -0.973 -0.856 -5.768 0.117 0.163 -0.399
C -1.180 -1.091 -4.524 -0.166 -0.445 0.228
O -1.026 0.009 -3.766 -0.009 0.072 0.553
C -1.547 -2.357 -3.876 0.063 0.242 -0.118
C -1.765 -3.480 -4.664 -0.014 -0.169 -0.141
C -2.109 -4.677 -4.060 0.014 0.038 -0.111
C -2.236 -4.751 -2.680 -0.031 -0.047 0.005
C -2.025 -3.632 -1.890 0.029 0.075 0.073
C -2.212 -3.723 -0.390 0.133 0.062 -0.029
N -1.228 -2.990 0.371 -0.081 -0.137 -0.094
C -1.325 -1.770 0.913 0.005 -0.123 0.131
N -0.205 -1.473 1.536 0.080 -1.058 -0.613
C 0.571 -2.577 1.334 0.058 0.051 -0.034
N -0.005 -3.527 0.630 -0.163 0.299 0.079
C -1.674 -2.432 -2.497 -0.004 0.070 0.172
H 0.278 4.774 -0.508 0.047 0.011 -0.003
H -1.428 5.007 -0.873 -0.036 0.040 0.038
H 0.750 1.928 -0.009 -0.008 0.030 0.098
H -2.942 1.752 1.901 0.052 -0.002 0.037
H 0.415 5.840 -2.876 -0.007 -0.026 -0.004
H 0.804 5.277 -5.241 -0.005 -0.016 0.002
H 0.287 2.992 -6.082 0.006 0.016 0.031
H -1.059 1.889 -2.185 0.017 0.030 0.022
H -1.650 -3.400 -5.738 -0.019 -0.023 0.047
H -2.272 -5.560 -4.666 0.010 0.017 0.009
H -2.496 -5.694 -2.212 0.013 0.005 0.001
H -2.160 -4.764 -0.080 -0.018 -0.022 0.044
H -3.191 -3.335 -0.108 -0.045 0.018 -0.002
H -2.208 -1.149 0.884 0.030 -0.015 -0.004
H 1.571 -2.663 1.728 -0.024 0.035 -0.012
H -1.484 -1.551 -1.894 -0.003 -0.051 0.006
```
Forces are in eV/Å.

Its HOMO-LUMO gap (spin up / spin down) is 3.7 / 2.8 eV. Its total energy is -4446.2949 Ha. The multiplicity is 2. The maximum force comes out at 1.6 eV/Å. The expectation value of S² is 0.78. As for the charge: -2. Its molar mass is 728.72 g/mol.

Here are the Mulliken charges for atoms 1 to 2, given in e:
1. V -0.161
2. S -0.293

The following is a quantum chemistry calculation of a structure of composition C26H29GeN2O2PdS, from OMol25.

```
62
Properties=species:S:1:pos:R:3:forces:R:3
Pd 0.746 0.207 0.994 -0.061 -0.119 0.086
C -0.357 2.809 2.642 -0.073 -0.096 0.012
C 0.188 1.644 3.119 -0.281 0.094 0.105
C 1.569 1.439 2.997 0.413 -0.229 -0.281
C 2.433 2.397 2.310 -0.109 0.313 0.063
C 1.770 3.650 1.913 0.081 -0.056 0.036
C 0.443 3.827 2.043 0.055 0.057 -0.019
H -1.426 2.958 2.726 0.023 0.016 0.014
H -0.440 0.901 3.592 0.031 -0.002 0.048
H 2.044 0.593 3.477 -0.030 0.042 0.091
H 3.418 2.546 2.746 -0.009 0.032 -0.039
H 2.388 4.431 1.491 0.017 0.040 0.025
H -0.031 4.743 1.719 0.009 0.007 -0.012
C -5.174 -0.616 -4.503 0.000 0.005 0.006
C -4.399 -0.377 -3.239 0.006 0.003 -0.003
C -5.044 -0.374 -2.005 -0.007 0.001 0.005
C -4.347 -0.129 -0.833 -0.002 0.006 -0.022
C -2.982 0.111 -0.903 -0.057 0.000 0.021
C -2.313 0.113 -2.121 -0.009 0.000 -0.002
C -3.026 -0.129 -3.279 -0.006 0.002 0.002
S -2.078 0.379 0.571 -0.025 0.165 -0.127
O -2.995 0.423 1.672 0.015 -0.030 -0.022
O -1.194 1.552 0.388 -0.168 -0.142 -0.084
N -0.971 -0.753 0.660 0.123 0.038 0.011
C -0.971 -2.112 0.885 -0.013 -0.042 0.018
C -2.041 -2.970 0.876 -0.033 0.018 -0.001
C -1.841 -4.352 1.078 0.026 0.011 -0.001
C -0.594 -4.872 1.278 -0.003 -0.001 0.000
C 0.529 -4.011 1.298 0.030 -0.052 0.013
C 1.853 -4.464 1.497 -0.033 -0.016 -0.005
C 2.887 -3.573 1.507 0.006 0.049 -0.012
C 2.612 -2.207 1.330 0.089 -0.025 -0.006
N 1.396 -1.749 1.146 -0.181 0.149 -0.031
C 0.336 -2.632 1.113 0.004 -0.048 0.001
H -5.928 -1.389 -4.361 -0.001 0.000 -0.003
H -4.520 -0.915 -5.320 -0.001 -0.003 -0.001
H -5.693 0.296 -4.806 0.001 -0.001 -0.004
H -6.110 -0.564 -1.961 0.000 -0.001 0.004
H -4.846 -0.117 0.126 -0.002 -0.006 0.001
H -1.250 0.309 -2.156 0.007 -0.007 0.000
H -2.514 -0.128 -4.233 -0.001 -0.002 -0.002
H -3.039 -2.584 0.714 0.000 -0.007 0.000
H -2.702 -5.007 1.069 -0.002 0.000 0.000
H -0.448 -5.933 1.428 0.002 0.001 -0.002
H 2.033 -5.522 1.639 0.001 0.001 0.002
H 3.910 -3.891 1.651 0.002 0.004 0.001
H 3.408 -1.475 1.334 0.018 -0.039 0.017
C 4.820 1.988 -0.864 -0.003 -0.003 0.049
Ge 2.880 1.838 -0.705 -0.032 0.049 -0.257
C 2.010 3.491 -1.258 -0.077 0.000 0.063
C 2.249 0.402 -1.875 0.048 -0.034 -0.003
C 2.502 1.282 1.167 0.334 -0.004 0.362
H 5.066 2.181 -1.909 0.033 0.008 0.009
H 5.313 1.063 -0.564 -0.005 -0.004 -0.011
H 5.221 2.804 -0.263 -0.019 0.009 0.002
H 2.115 3.552 -2.342 -0.017 0.022 -0.008
H 2.466 4.382 -0.828 0.013 -0.027 -0.016
H 0.946 3.486 -1.018 0.011 -0.011 -0.015
H 2.579 0.605 -2.896 -0.004 -0.003 0.003
H 1.159 0.341 -1.876 -0.004 0.015 0.008
H 2.645 -0.570 -1.579 0.002 0.011 0.010
H 3.343 0.669 1.499 -0.132 -0.153 -0.098
```
Forces are in eV/Å.

Its HOMO-LUMO gap is 6.4 eV. Its total energy is -3870.8450 Ha. The maximum force comes out at 0.5 eV/Å. As for the charge: +1. Its molar mass is 612.63 g/mol.

Here are the Mulliken charges for atoms 1 to 2, given in e:
1. Pd 0.271
2. C 0.065

The following is a quantum chemistry calculation of an isolated molecule of C5H9N, from OMol25.

```
15
Properties=species:S:1:pos:R:3:forces:R:3
C -0.504 1.301 -0.446 0.084 0.071 -0.081
C -0.407 0.001 0.374 0.101 -0.025 0.047
C -1.093 -1.180 -0.322 0.037 -0.018 -0.027
C 1.065 -0.370 0.752 -0.163 -0.054 0.107
C 2.122 0.175 -0.102 0.699 0.168 -0.356
N 3.011 0.585 -0.714 -0.737 -0.269 0.352
H -0.758 2.165 0.177 0.059 -0.132 -0.065
H -1.263 1.220 -1.232 0.024 -0.005 0.189
H 0.446 1.527 -0.945 -0.271 -0.015 0.037
H -0.922 0.150 1.331 0.087 -0.028 -0.189
H -0.682 -1.351 -1.323 -0.012 0.035 0.120
H -2.169 -1.000 -0.425 0.188 0.037 -0.023
H -0.968 -2.101 0.260 -0.028 0.129 -0.102
H 1.186 -1.459 0.740 -0.029 0.122 0.090
H 1.297 -0.038 1.769 -0.038 -0.015 -0.099
```
Forces are in eV/Å.

As for the SMILES: CC(C)CC#N. Its HOMO-LUMO gap is 12.3 eV. Its total energy is -250.6562 Ha. The maximum force comes out at 0.9 eV/Å. Its molar mass is 83.13 g/mol.

Here are the Mulliken charges for atoms 1 to 2, given in e:
1. C -1.216
2. C 0.700

The following is a quantum chemistry calculation of a structure of composition C45H54N4O3RbS2Te in a non-equilibrium geometry, from OMol25.

```
110
Properties=species:S:1:pos:R:3:forces:R:3
Rb -2.082 0.967 -0.234 -1.115 -0.212 0.680
N -3.778 4.051 2.002 -0.003 -0.006 -0.320
C -3.950 2.660 2.028 -0.271 -0.097 0.484
S -3.550 1.882 3.514 -0.495 -0.175 0.228
N -4.446 2.195 0.926 -0.433 0.577 -0.511
N -4.797 0.881 0.821 -0.221 -0.238 0.546
C -5.251 0.527 -0.330 -0.155 0.126 0.331
C -5.411 1.244 -1.597 0.003 0.252 -0.140
C -6.489 0.836 -2.390 -0.002 0.017 0.036
C -6.826 1.434 -3.590 -0.109 -0.093 -0.075
C -6.034 2.497 -4.040 0.020 -0.008 0.087
C -4.943 2.906 -3.316 -0.035 0.073 -0.098
C -4.533 2.294 -2.080 -0.117 0.097 -0.013
O -3.465 2.660 -1.512 -0.258 0.376 -0.659
H -2.995 4.369 2.550 0.014 -0.009 0.081
H -3.783 4.389 1.046 0.048 -0.010 0.018
H -5.685 -0.476 -0.320 0.171 -0.073 -0.084
H -7.115 0.028 -2.017 0.048 -0.039 0.008
H -7.678 1.087 -4.163 -0.001 0.016 0.020
H -6.286 2.999 -4.970 0.042 -0.001 -0.016
H -4.318 3.718 -3.675 0.010 -0.004 0.033
C -2.338 -1.703 4.327 0.011 -0.037 -0.002
C -3.007 -2.805 3.503 -0.064 0.127 0.004
C -4.513 -2.797 3.765 0.145 -0.005 -0.024
C -2.655 -2.681 2.030 -0.041 -0.036 -0.010
C -3.567 -2.265 1.064 -0.011 -0.139 0.025
C -3.231 -2.284 -0.284 0.078 -0.084 0.099
C -1.965 -2.673 -0.706 -0.106 -0.056 -0.105
C -1.640 -2.741 -2.170 0.087 0.181 0.025
C -1.024 -3.006 0.265 -0.010 -0.093 0.019
C -1.373 -3.027 1.605 0.039 0.051 -0.005
H -2.540 -1.847 5.393 0.032 0.018 -0.004
H -2.724 -0.725 4.030 -0.013 0.031 -0.006
H -1.256 -1.711 4.174 0.020 0.006 0.036
H -2.607 -3.769 3.842 -0.009 -0.019 -0.040
H -4.922 -1.804 3.567 -0.053 -0.010 -0.016
H -4.711 -3.040 4.812 -0.010 0.024 0.005
H -5.028 -3.527 3.137 -0.041 0.021 0.018
H -4.560 -1.946 1.351 0.012 0.061 0.011
H -3.972 -2.012 -1.028 0.003 0.069 0.036
H -1.254 -1.776 -2.510 0.030 -0.021 -0.056
H -2.531 -2.971 -2.757 0.006 -0.024 0.003
H -0.883 -3.501 -2.357 0.061 -0.057 -0.062
H -0.019 -3.287 -0.039 -0.001 0.002 -0.002
H -0.634 -3.334 2.340 -0.002 0.008 0.008
C 0.711 0.768 3.899 -0.347 -0.075 -0.114
S -0.705 0.989 2.726 1.166 0.324 1.037
O -0.225 0.417 1.442 0.594 -0.280 0.243
C -0.398 2.768 2.582 -0.154 0.171 0.110
C -0.689 3.593 3.665 0.023 -0.018 0.003
C -0.470 4.957 3.564 -0.014 -0.032 0.010
C 0.013 5.498 2.377 0.047 0.009 -0.090
C 0.295 4.670 1.303 -0.003 0.060 0.003
C 0.103 3.297 1.405 -0.014 -0.257 0.000
H 1.550 1.397 3.615 -0.019 -0.015 -0.010
H 0.983 -0.286 3.839 -0.055 -0.017 0.028
H 0.355 1.013 4.900 0.033 0.007 -0.004
H -1.125 3.166 4.556 -0.044 0.038 0.029
H -0.708 5.607 4.397 0.003 -0.029 0.023
H 0.164 6.568 2.289 -0.022 -0.002 0.001
H 0.657 5.084 0.370 0.032 -0.018 0.005
H 0.359 2.648 0.572 -0.009 -0.036 -0.045
C -0.581 2.645 -2.970 -0.063 -0.077 0.166
C -0.067 1.427 -2.225 0.566 -0.337 -0.524
O -0.763 0.362 -2.231 0.343 -0.084 -1.207
N 1.101 1.536 -1.633 -0.207 0.347 0.034
Te 1.537 -0.303 -0.802 1.213 -0.424 -0.465
C 2.740 -2.436 -1.160 -0.056 -0.058 -0.075
C 2.641 -3.187 -2.333 -0.022 0.250 -0.086
C 1.890 -2.686 -3.547 -0.030 -0.128 0.106
C 3.286 -4.423 -2.440 0.061 -0.048 0.083
C 4.036 -4.943 -1.399 -0.014 -0.020 -0.112
C 4.736 -6.273 -1.528 -0.045 0.082 0.029
C 4.125 -4.200 -0.226 -0.013 -0.013 0.008
C 3.486 -2.972 -0.097 -0.056 0.134 0.119
C 3.615 -2.213 1.203 0.026 -0.073 -0.088
C 3.517 0.575 -0.831 0.108 0.018 -0.014
C 4.240 0.658 -2.035 -0.074 -0.038 -0.028
C 3.736 0.039 -3.310 -0.030 0.023 0.155
C 5.443 1.354 -2.075 -0.040 0.008 0.082
C 5.953 1.998 -0.957 0.067 -0.011 -0.023
C 7.233 2.792 -1.042 -0.112 -0.034 0.036
C 5.230 1.924 0.221 0.109 0.039 -0.070
C 4.023 1.230 0.296 -0.089 -0.142 0.135
C 3.308 1.226 1.626 0.060 0.058 -0.169
H -0.594 2.419 -4.039 0.009 -0.026 0.002
H 0.068 3.499 -2.782 -0.023 0.040 -0.052
H -1.607 2.852 -2.658 -0.021 0.072 -0.028
H 1.331 -1.783 -3.308 -0.077 -0.003 -0.074
H 1.197 -3.446 -3.911 -0.075 0.000 -0.009
H 2.582 -2.461 -4.364 -0.045 0.007 0.012
H 3.199 -4.987 -3.367 -0.003 0.002 -0.002
H 4.612 -6.677 -2.533 0.013 -0.027 0.007
H 4.336 -7.001 -0.818 0.018 -0.015 -0.007
H 5.806 -6.171 -1.330 0.004 -0.038 -0.001
H 4.701 -4.596 0.608 -0.011 0.027 0.013
H 3.979 -2.861 2.004 -0.008 0.008 0.001
H 2.651 -1.792 1.493 0.032 0.006 0.074
H 4.312 -1.379 1.089 -0.016 -0.004 0.020
H 2.677 0.266 -3.433 -0.017 -0.018 -0.067
H 3.850 -1.044 -3.273 0.008 0.044 -0.018
H 4.279 0.424 -4.176 0.037 -0.002 0.036
H 5.986 1.413 -3.014 -0.015 -0.010 -0.013
H 7.751 2.587 -1.979 0.037 0.015 0.011
H 7.905 2.552 -0.215 0.017 0.018 -0.008
H 7.022 3.864 -1.000 0.051 0.009 0.002
H 5.605 2.437 1.103 -0.041 -0.020 0.033
H 3.210 2.246 2.006 -0.027 0.006 0.009
H 3.864 0.643 2.366 -0.037 -0.004 0.007
H 2.313 0.799 1.520 -0.031 0.023 0.138
```
Forces are in eV/Å.

Its HOMO-LUMO gap (spin up / spin down) is 5.1 / 5.1 eV. Its total energy is -3280.3430 Ha. The multiplicity is 2. The maximum force comes out at 1.6 eV/Å. The expectation value of S² is 0.76. As for the charge: -2. Its molar mass is 976.15 g/mol.

Here are the Mulliken charges for atoms 1 to 2, given in e:
1. Rb 0.905
2. N -0.593